Record 1
{
  "formula": "C26H49AlN5O2",
  "method": "the ωB97M-V functional and the def2-TZVPD basis",
  "species": ["Al", "C", "C", "C", "O", "H", "H", "H", "H", "H", "H", "H", "C", "C", "C", "O", "H", "H", "H", "H", "H", "H", "H", "C", "C", "C", "C", "N", "H", "H", "H", "H", "H", "H", "H", "C", "C", "C", "C", "N", "H", "H", "H", "H", "H", "H", "H", "C", "C", "C", "C", "N", "H", "H", "H", "H", "H", "H", "H", "C", "C", "C", "C", "N", "H", "H", "H", "H", "H", "H", "H", "C", "C", "C", "C", "N", "H", "H", "H", "H", "H", "H", "H"],
  "coordinates": [[3.4686, -1.6483, 6.0725], [-3.1779, 0.6875, 4.8266], [-2.1003, 1.6709, 5.3267], [-2.6149, 2.5186, 6.4768], [-0.9186, 0.9059, 5.6937], [-3.5617, 0.0400, 5.6150], [-2.8056, 0.1998, 3.9257], [-4.0793, 1.2233, 4.5288], [-1.9452, 2.4762, 4.6087], [-3.3956, 3.1847, 6.1095], [-1.8550, 3.0867, 7.0134], [-3.3294, 2.0880, 7.1783], [1.5833, -1.4329, -0.1732], [2.7900, -0.6697, 0.2335], [2.4884, 0.8411, 0.2275], [3.4732, -1.1860, 1.3842], [0.7394, -1.0407, 0.3945], [1.7049, -2.4411, 0.2227], [1.4492, -1.3589, -1.2524], [3.5458, -0.8175, -0.5379], [1.6507, 1.0932, 0.8777], [2.3295, 1.0824, -0.8235], [3.2402, 1.5174, 0.6344], [-4.3987, 2.1582, -1.3810], [-5.1996, 1.1077, -0.5809], [-6.3579, 1.5749, 0.3318], [-7.3443, 2.4696, -0.2798], [-8.1075, 3.1363, -0.8141], [-3.5795, 1.7724, -1.9878], [-3.9231, 2.9556, -0.8100], [-5.0837, 2.5665, -2.1242], [-4.4788, 0.5548, 0.0216], [-5.5387, 0.3202, -1.2540], [-5.9169, 2.2673, 1.0488], [-6.8686, 0.7536, 0.8347], [-2.3846, -6.3934, -0.2175], [-3.7657, -7.1033, -0.4762], [-4.8916, -6.1825, -0.0937], [-5.0283, -5.9207, 1.3440], [-5.2410, -5.7952, 2.4925], [-2.1232, -5.7671, -1.0705], [-1.5149, -7.0445, -0.1286], [-2.1586, -5.8072, 0.6732], [-3.7154, -7.9519, 0.2060], [-3.7833, -7.5412, -1.4743], [-5.8248, -6.6166, -0.4526], [-4.7847, -5.2214, -0.5966], [1.1496, 7.7336, 4.8643], [1.7014, 7.7464, 3.3893], [1.6407, 6.4537, 2.4548], [1.8296, 6.6079, 1.0260], [1.9440, 6.7282, -0.0661], [1.7265, 7.0602, 5.4983], [0.1134, 7.4025, 4.7943], [1.2561, 8.7217, 5.3120], [2.6398, 8.3009, 3.3994], [0.9698, 8.4421, 2.9784], [0.6574, 6.0138, 2.6217], [2.4138, 5.7683, 2.8022], [1.6930, 1.2766, -7.1013], [0.4644, 1.4874, -7.9172], [-0.1109, 2.8941, -8.0446], [0.7808, 4.0525, -8.3420], [1.5129, 4.9058, -8.5953], [1.6623, 1.6363, -6.0728], [2.5481, 1.8255, -7.4958], [1.8980, 0.2116, -6.9927], [-0.2585, 0.7497, -7.5689], [0.6469, 1.0592, -8.9028], [-0.7191, 3.1503, -7.1771], [-0.8316, 2.9559, -8.8600], [8.4627, -5.8867, -0.1055], [7.1738, -5.0047, -0.3195], [6.3445, -5.7099, -1.3799], [5.7299, -7.0038, -0.9394], [5.2180, -7.9908, -0.5709], [9.3079, -5.2650, 0.1899], [8.9878, -6.1495, -1.0238], [8.4253, -6.7682, 0.5345], [7.5132, -4.0398, -0.6961], [6.5082, -4.8014, 0.5194], [6.7877, -5.8677, -2.3631], [5.5458, -5.0095, -1.6244]],
  "lowdin_charge": [0.988, -0.049, -0.482, -0.084, -0.040, 0.088, 0.078, 0.080, 0.154, 0.080, 0.084, 0.082, -0.063, -0.524, -0.041, -0.038, 0.086, 0.086, 0.096, 0.169, 0.081, 0.090, 0.080, -0.105, -0.251, -0.182, -0.243, 0.147, 0.066, 0.071, 0.070, 0.093, 0.104, 0.111, 0.118, -0.114, -0.233, -0.216, -0.217, 0.133, 0.062, 0.063, 0.066, 0.106, 0.112, 0.121, 0.118, -0.106, -0.225, -0.171, -0.266, 0.154, 0.059, 0.066, 0.073, 0.101, 0.095, 0.111, 0.108, -0.129, -0.277, -0.180, -0.217, 0.135, 0.072, 0.077, 0.074, 0.108, 0.110, 0.114, 0.113, -0.102, -0.230, -0.224, -0.206, 0.128, 0.058, 0.072, 0.074, 0.103, 0.105, 0.117, 0.105],
  "homo_energy_ha": -0.381,
  "charge": 1,
  "spin_multiplicity": 1,
  "lumo_ev": -8.241,
  "relative_energy_kj_mol": 416.92,
  "gap_ev": 2.121
}

---

Record 2
{
  "formula": "C17H11FO5",
  "method": "the ωB97M-V functional and the def2-TZVPD basis",
  "species": ["O", "C", "C", "C", "C", "C", "C", "C", "C", "O", "C", "C", "C", "C", "C", "C", "H", "H", "H", "H", "H", "H", "H", "H", "O", "C", "O", "C", "C", "F", "O", "H", "H", "H"],
  "coordinates": [[-0.1820, 0.8079, -3.4272], [-0.1682, 1.0705, -2.2464], [1.0714, 0.9139, -1.4335], [2.2735, 0.6626, -2.0763], [3.4253, 0.4145, -1.3365], [3.3930, 0.4061, 0.0526], [2.1953, 0.6798, 0.6903], [1.0587, 0.9801, -0.0412], [-0.1989, 1.3320, 0.6676], [-0.2634, 1.2887, 1.8784], [-1.3640, 1.7577, -0.1480], [-2.4646, 2.3436, 0.4698], [-3.5291, 2.7886, -0.2871], [-3.5713, 2.5451, -1.6624], [-2.5139, 1.8917, -2.2676], [-1.3680, 1.5948, -1.5372], [2.3667, 0.5455, -3.1472], [4.3252, 0.1659, -1.8850], [4.2279, 0.0562, 0.6460], [2.1009, 0.6866, 1.7697], [-2.4450, 2.4314, 1.5486], [-4.3666, 3.2959, 0.1748], [-4.4370, 2.8590, -2.2291], [-2.4469, 1.7586, -3.3413], [-1.7661, -4.0666, 3.4821], [-0.8728, -3.7856, 2.7637], [0.2816, -4.4776, 2.6491], [1.1205, -3.8262, 1.6676], [0.4528, -2.4624, 1.5257], [0.4514, -2.0709, 0.2180], [-0.8667, -2.7137, 1.9161], [2.1280, -3.7877, 2.0694], [1.0486, -4.4198, 0.7595], [0.9037, -1.6661, 2.1169]],
  "nbo_charge": [-0.519, 0.524, -0.056, -0.181, -0.187, -0.200, -0.168, -0.139, 0.554, -0.532, -0.154, -0.154, -0.192, -0.186, -0.189, -0.052, 0.238, 0.218, 0.219, 0.234, 0.240, 0.220, 0.221, 0.240, -0.547, 0.967, -0.486, -0.128, 0.441, -0.335, -0.490, 0.207, 0.210, 0.163],
  "homo_energy_ha": -0.363,
  "charge": 0,
  "spin_multiplicity": 1,
  "smiles": "O=C1c2ccccc2C(=O)c2ccccc21.O=C1OC[C@@H](F)O1",
  "lumo_ev": -1.057,
  "gap_ev": 8.832
}